A 2-piece molecular cluster, C20H23ClN2O2 overall, computed with ωB97M-V/def2-TZVPD.

Element x y z (Å)
C1 -2.16971 -4.86088 0.79508
C2 -2.88263 -4.51825 3.13643
H1 -4.96444 0.44009 1.00127
C3 -1.68997 -5.31020 5.14853
H2 4.83684 -1.22395 2.92720
O1 -4.26328 0.05666 2.85027
H3 -0.43481 -3.88511 2.35562
H4 0.29878 -4.17428 3.93655
H5 -5.21697 -2.86425 -0.45293
O2 -2.89778 1.49395 1.71499
H6 1.17592 2.07616 2.84956
C4 3.27310 1.77086 2.65987
H7 -2.25021 -6.23944 5.21488
Cl1 5.92409 1.33976 2.46685
H8 0.04978 -5.53130 2.82786
C5 -1.91748 -0.01121 3.19859
H9 3.50660 2.80705 2.47736
H10 -6.64830 -0.99475 2.30788
N1 -0.68540 0.39019 3.03136
C6 -4.19924 -3.62238 1.25405
C7 -3.04047 0.59843 2.53560
C8 1.98599 1.36966 2.87006
H11 -1.36482 -5.48933 1.12551
C9 4.30771 0.83458 2.69482
C10 -5.25866 0.63240 2.04318
H12 -5.19839 1.71564 2.20288
H13 -4.93078 -3.24287 1.95019
H14 -3.59310 -3.76721 -2.05818
C11 -4.36357 -3.41582 -0.09259
C12 0.34801 -0.36875 3.37870
H15 -3.73796 -4.39694 3.77791
H16 -6.94664 0.36311 3.36960
C13 1.68248 0.02187 3.15558
C14 -6.64182 0.09761 2.35445
C15 4.02898 -0.51243 2.93886
N2 -1.70013 -4.83022 3.76711
C16 2.74462 -0.91306 3.17720
H17 2.52226 -1.95043 3.35376
H18 -2.14215 -4.57572 5.81245
H19 0.14493 -1.36891 3.72622
C17 -3.44769 -3.92427 -1.00130
C18 -2.36764 -4.66259 -0.54933
H20 -7.40335 0.48014 1.66642
H21 -2.11518 -0.87193 3.81549
H22 -1.69739 -5.11030 -1.25858
H23 -0.67231 -5.50597 5.48371
C19 -3.06677 -4.32338 1.74966
C20 -0.37432 -4.59204 3.18586

- Highest occupied orbital energy: -0.1751 Eh
- Calculated total energy: -40706.777 eV
- Charge: 0
- Multiplicity: 1
- Gap between HOMO and LUMO: 2.0 eV

***

One molecule with the formula C6H13NO2S, computed with ωB97M-V/def2-TZVPD.

Element x y z (Å)
C1 1.30236 0.42397 -0.45109
C2 1.94858 -0.49145 0.54006
S1 -2.73629 -0.98851 -0.17329
C3 1.98346 0.43895 -1.85497
C4 -1.14571 -0.27719 0.47126
H1 2.96502 1.03661 -1.93621
H2 1.26055 0.96028 -2.70118
H3 -0.57197 0.68455 -1.21785
H4 1.43344 1.73866 1.29965
O1 2.47348 -1.67730 0.04464
H5 -3.28559 0.60289 1.62155
N1 1.35219 1.78230 0.19741
C5 -0.18870 -0.04393 -0.60668
H6 -3.08975 -1.22876 2.36210
H7 -0.14992 -0.99203 -1.25212
O2 1.98928 -0.23095 1.70005
H8 2.40064 -1.72996 -0.87126
H9 -0.87383 -1.05208 1.20801
H10 2.21738 -0.52787 -2.35705
H11 -1.61386 0.69599 1.00170
H12 -4.69829 -0.79377 1.66066
H13 0.59293 2.27442 -0.20664
C6 -3.56541 -0.60484 1.52124

- Highest occupied orbital energy: -0.3250 Eh
- Calculated total energy: -22851.324 eV
- Charge: 0
- Multiplicity: 1
- Gap between HOMO and LUMO: 9.4 eV

***

A 2-piece molecular cluster, C10H22 overall, computed with ωB97M-V/def2-TZVPD.

Element x y z (Å)
C1 3.83092 0.20695 0.06404
H1 4.09581 0.83420 0.94213
H2 1.77686 0.51876 2.10751
H3 2.25731 1.75102 -1.43391
C2 -2.55512 0.94102 -0.83111
H4 -1.25270 0.96442 0.65772
H5 -1.44450 -1.67134 0.67856
C3 -2.34178 -1.24989 0.18781
C4 1.89012 -1.31592 -0.71455
H6 0.83980 -1.39605 -0.42255
H7 1.98509 2.15310 0.14813
H8 4.25420 0.45728 -0.95991
H9 2.19234 -1.60481 -1.70645
C5 1.70868 1.32777 -0.56052
H10 -2.34315 1.75827 -1.49727
H11 -3.18649 -1.97539 0.31822
H12 4.20003 -0.89666 0.33281
C6 -2.25512 1.16267 0.52134
H13 -3.97836 -0.24089 1.23747
H14 0.66967 1.41814 -0.63981
H15 -3.60769 0.73552 -1.01924
H16 -1.15612 -0.81492 -1.65040
C7 2.35669 0.03591 -0.10859
C8 1.83606 -0.16739 1.31563
H17 -2.43019 -0.06401 2.15952
H18 2.03314 -1.16843 1.80419
H19 -2.73617 1.92773 1.06976
H20 -2.40998 -1.25924 -1.93372
C9 -2.11072 -0.57425 -1.23374
C10 -2.84003 -0.18785 1.12690
H21 0.78443 -0.44432 1.17247
H22 2.33849 -2.05656 0.03158

- Highest occupied orbital energy: -0.3697 Eh
- Calculated total energy: -10723.046 eV
- Charge: 0
- Multiplicity: 1
- Gap between HOMO and LUMO: 11.0 eV

***

C6H12NO4P as an isolated structure, computed with ωB97M-V/def2-TZVPD.

Element x y z (Å)
C1 1.44684 1.16133 0.81176
H1 1.09814 -1.12926 -1.61959
H2 1.09415 1.59439 -1.25580
P1 -2.80418 0.05316 0.22333
H3 3.03575 -0.15225 1.25137
O1 -3.30560 -1.11014 -0.74475
H4 2.19771 1.96993 0.91443
H5 -4.68049 0.90044 -0.31360
C2 1.74029 -1.31336 0.30257
N1 -0.58823 -0.68707 -0.54064
C3 2.38106 0.08338 0.49597
H6 0.16949 2.63169 -0.15727
C4 -0.60779 0.58319 -0.59339
H7 0.88658 1.12336 1.80458
H8 -2.51151 -1.66529 -0.77212
H9 1.43838 -1.76164 1.28471
H10 2.59034 -1.94889 -0.08140
C5 0.69325 -1.40467 -0.74773
O2 -4.00166 1.03210 0.40387
C6 0.49112 1.56323 -0.36592
H11 2.94683 0.25678 -0.34781
O3 -2.25760 -0.38701 1.49070
H12 0.42928 -2.49242 -0.81461
O4 -1.88216 1.09902 -0.62866

- Highest occupied orbital energy: -0.3664 Eh
- Calculated total energy: -25387.562 eV
- Charge: 0
- Multiplicity: 1
- Gap between HOMO and LUMO: 10.7 eV

***

C5H10O2 as an isolated structure, computed with ωB97M-V/def2-TZVPD.

Element x y z (Å)
H1 -1.62187 -0.76812 -2.17469
H2 2.85350 0.47497 -0.43515
H3 3.39812 -1.02392 0.34596
H4 -0.62976 1.89473 0.65251
O1 -3.10018 0.20562 -1.18096
H5 2.66851 -1.07788 -1.27250
H6 -1.37088 0.10089 0.90234
H7 -2.42075 1.64095 0.38584
C1 -1.53002 1.35619 0.94110
C2 -0.97665 -0.36360 -0.20715
C3 1.26029 -0.76062 0.33074
C4 -1.96831 -0.24545 -1.25665
O2 0.29869 -0.12754 -0.52614
H8 -1.68946 1.37761 2.02368
C5 2.62731 -0.58629 -0.29620
H9 1.21431 -0.28279 1.31972
H10 0.98714 -1.81476 0.44756

- Highest occupied orbital energy: -0.3054 Eh
- Calculated total energy: -9437.983 eV
- Charge: 0
- Multiplicity: 1
- Gap between HOMO and LUMO: 8.8 eV

***

One molecule with the formula ClH5Si2, computed with ωB97M-V/def2-TZVPD.

Element x y z (Å)
Si1 0.85399 -0.42034 0.70467
H1 0.50367 -1.78552 0.76100
H2 -2.19810 0.15332 0.46117
H3 -1.25222 -0.15159 -1.70267
H4 1.85781 -0.04490 1.76240
Cl1 2.47203 -0.11341 -0.96595
H5 -1.21520 1.89357 -0.63235
Si2 -1.02199 0.46888 -0.38827

- Highest occupied orbital energy: -0.3823 Eh
- Calculated total energy: -28358.187 eV
- Charge: 0
- Multiplicity: 1
- Gap between HOMO and LUMO: 10.2 eV